# 1
A structure of composition C2H3IrO2 in a non-equilibrium geometry, computed with ωB97M-V/def2-TZVPD.

Computed properties:
relative energy (zero: lowest compared OMol25 entry of this formula, charge and spin)	233.5	kJ/mol
orbital gap (spin up / spin down)	0.3695 / 0.2981	Ha
charge	+2
highest occupied orbital energy (spin up / spin down)	-21.44 / -22.64	eV
spin multiplicity	5

Element x y z (Å)
H (-1.94, 0.75, -1.50)
C (-2.00, 0.08, -0.65)
C (-2.22, -0.50, 0.40)
H (-2.56, -0.80, 1.38)
O (1.60, 0.69, -0.37)
O (1.70, -0.74, -0.02)
H (1.76, -1.19, -0.87)
Ir (0.06, 0.19, 0.55)

# 2
A cluster of 9 separate species, C21H61B3N2O12 in total in a non-equilibrium geometry, computed with ωB97M-V/def2-TZVPD.

Computed properties:
structure (SMILES)	CCNB1OBOB(CCC(N)=O)O1.CCO.CCO.CCO.CCO.CCO.CCO.CCO.CCO
orbital gap	0.3680	Ha
highest occupied orbital energy	-9.74	eV

Element x y z (Å)
C (2.07, -5.78, 1.43)
C (1.77, -4.19, 1.16)
N (1.36, -3.42, 2.43)
B (0.71, -2.14, 1.86)
O (1.33, -1.27, 0.84)
B (0.28, -0.94, -0.14)
O (-1.10, -1.46, -0.18)
B (-1.50, -2.08, 1.10)
C (-2.76, -3.13, 1.30)
C (-2.62, -4.38, 0.22)
C (-3.08, -5.80, 0.92)
N (-4.03, -5.93, 2.10)
O (-2.58, -6.95, 0.41)
O (-0.67, -1.75, 2.31)
H (3.08, -5.91, 2.00)
H (2.15, -6.30, 0.36)
H (1.15, -6.27, 1.99)
H (0.81, -4.13, 0.45)
H (2.63, -3.60, 0.64)
H (0.52, -3.97, 2.78)
H (0.58, -0.18, -1.02)
H (-3.82, -2.60, 1.24)
H (-2.63, -3.61, 2.38)
H (-1.46, -4.40, -0.07)
H (-3.19, -4.17, -0.80)
H (-4.68, -5.09, 2.14)
H (-3.49, -5.98, 3.01)
C (-1.20, -2.92, -4.71)
C (-2.33, -3.81, -4.22)
O (-2.56, -3.59, -2.84)
H (-0.28, -3.13, -4.15)
H (-1.01, -3.08, -5.77)
H (-1.44, -1.87, -4.54)
H (-2.08, -4.86, -4.37)
H (-3.26, -3.59, -4.77)
H (-2.79, -2.66, -2.72)
C (4.05, -0.97, -2.51)
C (3.93, -1.23, -1.02)
O (4.19, -2.60, -0.75)
H (3.34, -1.59, -3.07)
H (3.85, 0.08, -2.74)
H (5.05, -1.23, -2.87)
H (2.92, -1.00, -0.67)
H (4.64, -0.62, -0.46)
H (5.09, -2.80, -1.06)
C (-3.34, 1.35, -0.34)
C (-2.66, 1.16, -1.68)
O (-3.45, 1.76, -2.71)
H (-4.34, 0.90, -0.34)
H (-2.75, 0.89, 0.46)
H (-3.47, 2.41, -0.12)
H (-2.55, 0.10, -1.91)
H (-1.67, 1.62, -1.69)
H (-3.53, 2.70, -2.50)
C (3.30, 1.89, -5.78)
C (2.17, 1.00, -5.29)
O (1.94, 1.22, -3.91)
H (4.22, 1.68, -5.22)
H (3.49, 1.73, -6.84)
H (3.06, 2.94, -5.61)
H (2.42, -0.05, -5.44)
H (1.24, 1.22, -5.84)
H (1.71, 2.15, -3.79)
C (7.64, 0.01, 0.66)
C (8.12, 0.53, -0.68)
O (7.04, 1.13, -1.38)
H (6.84, -0.73, 0.52)
H (8.46, -0.46, 1.21)
H (7.22, 0.82, 1.27)
H (8.52, -0.29, -1.29)
H (8.91, 1.28, -0.55)
H (6.70, 1.85, -0.83)
C (-5.14, 2.70, 4.12)
C (-4.46, 2.51, 2.78)
O (-5.25, 3.11, 1.76)
H (-6.14, 2.25, 4.12)
H (-4.55, 2.24, 4.92)
H (-5.27, 3.76, 4.35)
H (-4.35, 1.45, 2.55)
H (-3.47, 2.97, 2.77)
H (-5.33, 4.06, 1.96)
C (3.94, 3.51, -0.92)
C (4.22, 3.36, 0.56)
O (5.08, 4.40, 1.00)
H (4.87, 3.48, -1.50)
H (3.28, 2.71, -1.27)
H (3.46, 4.47, -1.13)
H (4.72, 2.41, 0.76)
H (3.30, 3.40, 1.14)
H (4.63, 5.25, 0.82)
C (-7.01, 5.94, 6.55)
C (-6.27, 7.04, 5.81)
O (-5.87, 6.57, 4.53)
H (-6.38, 5.06, 6.66)
H (-7.32, 6.29, 7.54)
H (-7.90, 5.63, 5.99)
H (-5.37, 7.33, 6.36)
H (-6.90, 7.92, 5.68)
H (-6.68, 6.32, 4.05)

# 3
A structure of composition C18H40BrCuNOSi4, computed with ωB97M-V/def2-TZVPD.

Computed properties:
orbital gap	0.2028	Ha
charge	-1
highest occupied orbital energy	-3.32	eV

Element x y z (Å)
Cu (-0.76, -1.38, 0.25)
O (5.38, -3.12, 1.10)
C (4.07, -2.82, 0.92)
C (3.54, -2.54, -0.33)
C (2.19, -2.25, -0.41)
N (1.38, -2.21, 0.65)
C (1.92, -2.46, 1.82)
Br (0.75, -2.31, 3.30)
C (3.25, -2.78, 2.03)
H (5.83, -3.05, 0.25)
H (4.15, -2.54, -1.22)
H (1.71, -2.01, -1.36)
H (3.64, -2.97, 3.02)
C (-3.20, -4.65, -1.49)
C (-1.98, -3.75, -1.23)
C (-0.77, -4.63, -0.95)
C (-2.23, -2.73, -0.10)
H (-3.04, -5.34, -2.32)
H (-4.08, -4.04, -1.71)
H (-3.43, -5.24, -0.59)
H (-1.79, -3.20, -2.16)
H (-0.91, -5.18, -0.01)
H (0.13, -4.03, -0.84)
H (-0.61, -5.37, -1.75)
H (-2.44, -3.30, 0.83)
H (-3.16, -2.20, -0.33)
C (-1.19, 3.54, -2.18)
Si (-1.54, 1.77, -1.59)
C (-1.27, 0.66, -3.10)
C (-3.38, 1.68, -1.19)
Si (-0.30, 0.95, 0.19)
Si (1.84, 1.80, -0.15)
C (3.10, 1.12, 1.09)
C (2.04, 3.69, -0.02)
C (2.50, 1.38, -1.88)
Si (-1.06, 2.14, 2.02)
C (0.17, 2.10, 3.47)
C (-1.45, 3.97, 1.71)
C (-2.66, 1.36, 2.69)
H (-1.85, 3.81, -3.02)
H (-0.16, 3.64, -2.54)
H (-1.34, 4.28, -1.38)
H (-1.90, 0.96, -3.95)
H (-1.52, -0.37, -2.83)
H (-0.23, 0.69, -3.43)
H (-3.99, 1.95, -2.06)
H (-3.65, 2.35, -0.36)
H (-3.64, 0.66, -0.90)
H (3.00, 1.62, 2.06)
H (4.13, 1.28, 0.73)
H (2.96, 0.05, 1.26)
H (1.76, 4.04, 0.98)
H (1.40, 4.21, -0.75)
H (3.08, 3.99, -0.20)
H (2.35, 0.32, -2.13)
H (3.57, 1.59, -1.96)
H (1.98, 1.97, -2.64)
H (1.08, 2.66, 3.24)
H (0.46, 1.07, 3.71)
H (-0.29, 2.55, 4.35)
H (-0.57, 4.50, 1.35)
H (-1.80, 4.46, 2.63)
H (-2.24, 4.07, 0.96)
H (-2.49, 0.30, 2.89)
H (-3.47, 1.43, 1.96)
H (-2.98, 1.85, 3.62)

# 4
The molecule C4H9NO2, computed with ωB97M-V/def2-TZVPD.

Computed properties:
relative energy (zero: lowest compared OMol25 entry of this formula, charge and spin)	265.7	kJ/mol
structure (SMILES)	C/N=C\OCCO
orbital gap	0.3916	Ha
highest occupied orbital energy	-9.72	eV

Element x y z (Å)
C (1.87, -0.22, -1.26)
N (1.68, -0.48, 0.16)
C (1.06, 0.30, 0.93)
O (0.18, 1.30, 0.58)
C (-1.22, 0.97, 0.41)
C (-1.69, -0.48, 0.52)
O (-1.34, -1.30, -0.57)
H (1.98, -1.10, -1.90)
H (1.16, 0.50, -1.70)
H (2.86, 0.23, -1.24)
H (1.32, 0.24, 2.00)
H (-1.77, 1.55, 1.16)
H (-1.52, 1.32, -0.59)
H (-1.41, -0.94, 1.49)
H (-2.78, -0.44, 0.52)
H (-0.38, -1.46, -0.52)

# 5
A cluster of 2 separate species, HNO5S in total in a non-equilibrium geometry, computed with ωB97M-V/def2-TZVPD.

Computed properties:
relative energy (zero: lowest compared OMol25 entry of this formula, charge and spin)	70.8	kJ/mol
orbital gap	0.2532	Ha
charge	-2
highest occupied orbital energy	0.01	eV

Element x y z (Å)
N (-2.00, 1.28, 0.51)
O (-3.01, 1.55, -0.22)
O (1.57, -2.01, -0.84)
O (1.59, 0.46, -0.30)
O (1.38, -1.46, 1.53)
O (-1.15, 0.52, -0.07)
S (0.85, -1.18, 0.13)
H (0.76, 0.84, -0.74)

# 6
A structure of composition C23H24CoN5O4 in a non-equilibrium geometry, computed with ωB97M-V/def2-TZVPD.

Computed properties:
orbital gap (spin up / spin down)	0.2830 / 0.2830	Ha
highest occupied orbital energy (spin up / spin down)	-7.11 / -7.11	eV

Element x y z (Å)
Co (-0.40, 0.73, -0.41)
C (-3.27, -0.32, -3.71)
O (-2.79, -1.65, -3.68)
C (-1.44, -1.85, -3.56)
C (-0.89, -2.80, -4.40)
C (0.46, -3.13, -4.35)
C (1.26, -2.48, -3.44)
C (0.73, -1.51, -2.58)
C (1.64, -0.91, -1.63)
N (1.31, -0.04, -0.75)
N (2.30, 0.33, 0.15)
C (1.82, 1.27, 0.93)
O (0.65, 1.79, 0.79)
C (2.68, 1.78, 2.03)
C (2.25, 2.87, 2.79)
C (3.02, 3.34, 3.83)
C (4.23, 2.73, 4.13)
C (4.67, 1.65, 3.38)
C (3.90, 1.18, 2.33)
C (-0.64, -1.17, -2.60)
O (-1.20, -0.33, -1.77)
H (-3.38, 0.08, -2.71)
H (-4.24, -0.36, -4.21)
H (-2.60, 0.32, -4.28)
H (-1.56, -3.28, -5.10)
H (0.86, -3.88, -5.01)
H (2.32, -2.71, -3.38)
H (2.67, -1.25, -1.61)
H (1.30, 3.33, 2.54)
H (2.68, 4.19, 4.42)
H (4.84, 3.10, 4.95)
H (5.61, 1.18, 3.61)
H (4.22, 0.34, 1.73)
N (-4.23, 1.91, -0.83)
C (-2.89, 1.81, -0.78)
O (-2.35, 1.08, 0.05)
C (-2.06, 2.58, -1.77)
C (-0.60, 2.40, -1.42)
H (-4.79, 1.37, -0.19)
H (-4.68, 2.50, -1.51)
H (-2.36, 3.64, -1.72)
H (-2.31, 2.24, -2.78)
H (-0.24, 3.15, -0.72)
H (0.05, 2.36, -2.30)
N (-0.53, -3.55, 4.24)
C (-0.52, -2.61, 3.25)
C (-0.34, -1.25, 3.54)
C (-0.37, -0.34, 2.51)
N (-0.56, -0.67, 1.23)
C (-0.74, -1.97, 0.96)
C (-0.73, -2.96, 1.91)
H (-0.16, -3.31, 5.14)
H (-0.45, -4.52, 3.99)
H (-0.17, -0.92, 4.55)
H (-0.22, 0.72, 2.70)
H (-0.90, -2.21, -0.09)
H (-0.87, -3.99, 1.62)

# 7
A structure of composition C40H40BrCoF5O3PSi2Te, computed with ωB97M-V/def2-TZVPD.

Computed properties:
relative energy (zero: lowest compared OMol25 entry of this formula, charge and spin)	0.0	kJ/mol
orbital gap (spin up / spin down)	0.2636 / 0.2763	Ha
charge	-1
highest occupied orbital energy (spin up / spin down)	-4.99 / -5.34	eV
spin multiplicity	2

Element x y z (Å)
Co (0.07, 0.39, -0.41)
O (2.29, 0.05, 1.21)
C (1.27, 0.69, 1.00)
C (0.98, 1.87, 1.92)
C (1.49, 1.96, 3.21)
C (1.26, 3.10, 3.96)
C (0.56, 4.17, 3.42)
C (0.06, 4.09, 2.12)
C (0.25, 2.93, 1.39)
P (-0.26, 2.58, -0.31)
C (0.76, 3.76, -1.27)
C (2.14, 3.55, -1.22)
C (3.00, 4.33, -1.96)
C (2.50, 5.34, -2.77)
C (1.14, 5.57, -2.82)
C (0.27, 4.78, -2.07)
C (-1.97, 3.15, -0.54)
C (-2.51, 2.98, -1.82)
C (-3.84, 3.25, -2.07)
C (-4.67, 3.68, -1.04)
C (-4.15, 3.83, 0.24)
C (-2.81, 3.57, 0.49)
H (2.08, 1.13, 3.60)
H (1.64, 3.17, 4.98)
H (0.40, 5.07, 4.00)
H (-0.45, 4.94, 1.69)
H (2.54, 2.76, -0.59)
H (4.07, 4.15, -1.92)
H (3.18, 5.95, -3.36)
H (0.73, 6.35, -3.45)
H (-0.80, 4.97, -2.12)
H (-1.88, 2.58, -2.61)
H (-4.24, 3.09, -3.06)
H (-5.72, 3.86, -1.22)
H (-4.79, 4.14, 1.06)
H (-2.43, 3.65, 1.50)
F (-1.94, 0.38, 2.15)
C (-1.57, -0.88, 1.80)
C (-0.71, -1.09, 0.74)
C (-0.42, -2.41, 0.48)
F (0.43, -2.73, -0.52)
C (-0.95, -3.47, 1.20)
F (-0.63, -4.74, 0.90)
C (-1.81, -3.21, 2.25)
F (-2.33, -4.22, 2.96)
C (-2.13, -1.90, 2.55)
F (-2.97, -1.65, 3.57)
Br (-7.50, 0.18, 0.40)
C (-5.81, -0.14, -0.42)
C (-4.68, 0.45, 0.12)
C (-3.46, 0.23, -0.50)
C (-3.36, -0.58, -1.63)
C (-4.51, -1.17, -2.13)
C (-5.75, -0.95, -1.54)
C (-2.04, -0.79, -2.35)
O (-1.95, -1.71, -3.15)
O (-1.10, 0.03, -2.04)
H (-4.75, 1.07, 1.00)
H (-2.57, 0.71, -0.11)
H (-4.42, -1.81, -3.00)
H (-6.65, -1.40, -1.94)
C (6.57, -0.54, -1.38)
Si (4.88, -1.09, -1.99)
C (4.10, -2.23, -0.74)
C (5.09, -1.97, -3.64)
C (3.81, 0.43, -2.25)
Te (1.75, -0.13, -2.47)
C (1.21, 1.39, -3.88)
Si (0.12, 0.85, -5.32)
C (0.74, 1.80, -6.83)
C (-1.67, 1.34, -5.04)
C (0.26, -0.98, -5.65)
H (7.25, -1.39, -1.26)
H (6.49, -0.04, -0.41)
H (7.04, 0.16, -2.08)
H (4.77, -3.05, -0.48)
H (3.17, -2.67, -1.14)
H (3.82, -1.70, 0.17)
H (5.65, -2.89, -3.52)
H (5.61, -1.34, -4.36)
H (4.11, -2.22, -4.06)
H (4.11, 0.96, -3.16)
H (3.90, 1.13, -1.41)
H (2.17, 1.75, -4.28)
H (0.76, 2.22, -3.33)
H (0.73, 2.88, -6.64)
H (0.11, 1.61, -7.70)
H (1.76, 1.51, -7.08)
H (-1.82, 2.40, -5.25)
H (-1.98, 1.13, -4.01)
H (-2.33, 0.77, -5.70)
H (1.31, -1.29, -5.68)
H (-0.19, -1.23, -6.62)
H (-0.25, -1.55, -4.87)

# 8
The molecule C21H23N5O5S2 in a non-equilibrium geometry, computed with ωB97M-V/def2-TZVPD.

Computed properties:
relative energy (zero: lowest compared OMol25 entry of this formula, charge and spin)	2.5	kJ/mol
structure (SMILES)	COC(=O)c1ccccc1NC(=O)CSc1nnc(CNS(=O)(=O)c2ccc(C)cc2)n1C
orbital gap	0.3203	Ha
highest occupied orbital energy	-8.46	eV

Element x y z (Å)
C (2.77, -0.98, -1.97)
O (1.91, 0.13, -2.23)
C (0.68, 0.07, -1.72)
O (0.31, -0.86, -1.03)
C (-0.16, 1.21, -2.12)
C (0.43, 2.29, -2.79)
C (-0.32, 3.37, -3.21)
C (-1.69, 3.38, -2.97)
C (-2.30, 2.32, -2.32)
C (-1.55, 1.23, -1.88)
N (-2.13, 0.15, -1.24)
C (-3.45, -0.16, -1.12)
O (-4.38, 0.55, -1.43)
C (-3.71, -1.52, -0.48)
S (-2.41, -2.76, -0.76)
C (-1.57, -2.58, 0.75)
N (-2.04, -1.97, 1.80)
N (-1.13, -2.07, 2.77)
C (-0.10, -2.73, 2.31)
C (1.14, -3.01, 3.08)
N (1.78, -1.76, 3.42)
S (2.64, -0.97, 2.21)
O (3.84, -0.46, 2.80)
O (2.79, -1.87, 1.09)
C (1.62, 0.41, 1.72)
C (2.20, 1.31, 0.83)
C (1.48, 2.41, 0.42)
C (0.18, 2.62, 0.88)
C (-0.59, 3.83, 0.47)
C (-0.37, 1.70, 1.77)
C (0.35, 0.60, 2.20)
N (-0.33, -3.09, 1.00)
C (0.53, -3.79, 0.09)
H (3.76, -0.67, -2.30)
H (2.44, -1.84, -2.55)
H (2.77, -1.24, -0.91)
H (1.49, 2.27, -2.97)
H (0.15, 4.19, -3.72)
H (-2.29, 4.21, -3.30)
H (-3.36, 2.33, -2.14)
H (-1.45, -0.55, -0.94)
H (-3.78, -1.41, 0.60)
H (-4.64, -1.92, -0.88)
H (1.80, -3.66, 2.50)
H (0.86, -3.51, 4.01)
H (2.34, -1.78, 4.26)
H (3.21, 1.13, 0.49)
H (1.92, 3.12, -0.26)
H (-0.20, 4.26, -0.45)
H (-0.54, 4.59, 1.25)
H (-1.64, 3.59, 0.32)
H (-1.38, 1.85, 2.13)
H (-0.08, -0.09, 2.90)
H (1.54, -3.38, 0.17)
H (0.54, -4.86, 0.32)
H (0.15, -3.63, -0.92)

# 9
A structure of composition C4H8N3 in a non-equilibrium geometry, computed with ωB97M-V/def2-TZVPD.

Computed properties:
relative energy (zero: lowest compared OMol25 entry of this formula, charge and spin)	770.7	kJ/mol
orbital gap (spin up / spin down)	0.2996 / 0.2413	Ha
charge	+1
highest occupied orbital energy (spin up / spin down)	-14.29 / -13.69	eV

Element x y z (Å)
C (-3.69, -0.07, 0.09)
C (1.53, -0.05, -0.67)
C (0.91, -0.55, 0.67)
C (1.08, 1.27, -0.14)
N (-1.39, 0.04, -0.59)
N (-2.49, 0.00, -0.29)
N (0.18, 0.67, 0.80)
H (-4.00, -1.01, 0.50)
H (-4.43, 0.80, -0.02)
H (2.62, -0.26, -0.87)
H (0.95, -0.32, -1.60)
H (0.24, -1.36, 0.64)
H (1.60, -0.65, 1.44)
H (1.81, 1.72, 0.60)
H (0.50, 1.90, -0.81)

# 10
The ion C4H12N3O with charge +1, computed with ωB97M-V/def2-TZVPD.

Computed properties:
relative energy (zero: lowest compared OMol25 entry of this formula, charge and spin)	50.3	kJ/mol
structure (SMILES)	CN(C=[NH2+])C[C@@H](N)O
orbital gap	0.3981	Ha
charge	+1
highest occupied orbital energy	-13.78	eV

Element x y z (Å)
C (-0.34, 2.03, -0.38)
N (-0.66, 0.72, 0.15)
C (-1.68, 0.04, -0.26)
N (-2.02, -1.17, 0.13)
C (0.30, 0.18, 1.09)
C (1.38, -0.66, 0.35)
N (0.70, -1.49, -0.63)
O (2.28, 0.26, -0.21)
H (-0.90, 2.24, -1.29)
H (-0.57, 2.80, 0.36)
H (0.73, 2.07, -0.60)
H (-2.36, 0.54, -0.95)
H (-2.87, -1.59, -0.21)
H (-1.39, -1.75, 0.66)
H (-0.22, -0.45, 1.82)
H (0.79, 1.00, 1.60)
H (1.87, -1.30, 1.10)
H (0.63, -1.00, -1.51)
H (1.21, -2.35, -0.82)
H (3.13, -0.14, -0.39)

# 11
The ion CH4ClNO3PS with charge +1 in a non-equilibrium geometry, computed with ωB97M-V/def2-TZVPD.

Computed properties:
orbital gap	0.3084	Ha
charge	+1
highest occupied orbital energy	-14.03	eV

Element x y z (Å)
C (0.54, -1.38, 0.31)
P (1.33, 0.24, 0.29)
O (2.41, 0.14, -0.89)
S (-0.29, 1.56, -0.47)
Cl (-0.83, 2.44, 1.23)
O (-1.52, 0.58, -0.93)
N (-2.88, 0.86, -0.27)
O (-3.15, 0.02, 0.41)
H (-0.49, -1.29, 0.60)
H (1.08, -2.02, 1.00)
H (0.63, -1.83, -0.67)
H (3.17, 0.68, -0.62)